Entry from the OMol25 dataset: a structure of composition C40H67BBeClF5KLiNO11PS at a distorted geometry (wB97M-V/def2-TZVPD).

```
131
Properties=species:S:1:pos:R:3:forces:R:3:mulliken_charge:R:1
C 6.04076 1.74962 3.72004 0.21 -0.10 0.92 -0.4887
O 5.09619 2.75280 3.28318 1.33 -1.00 -0.70 -0.3977
C 5.07905 2.87152 1.83510 -1.18 0.62 -1.64 -0.4372
C 3.66409 2.38944 1.24337 0.12 -0.89 1.28 -0.1012
C 3.59262 0.76686 1.16044 -0.26 0.87 -0.47 0.7805
C 4.13165 0.32327 -0.29463 0.33 0.40 0.23 0.5095
C 5.28168 -0.79553 -0.26303 -0.34 -0.20 0.62 -0.6703
C 4.76375 -2.28858 0.01048 -0.05 -0.75 -0.52 -0.8256
C 3.35363 -2.62885 -0.71881 0.47 0.19 0.87 -0.6240
C 2.21654 -2.41992 0.43159 0.23 0.03 -0.81 -0.6852
C 0.89954 -1.68250 -0.12498 -0.61 -1.25 0.04 -0.3755
C -0.39022 -2.46980 0.50587 -0.51 0.76 2.04 1.7167
P -0.38724 -4.04941 -0.58757 -1.22 -0.69 0.79 0.4977
S -1.98349 -4.17492 -1.69360 0.31 0.85 -0.38 -0.2320
C -1.78996 -1.64023 0.54742 1.10 -0.96 -0.70 -0.1136
N -2.51265 -1.65880 1.66799 3.10 0.84 -2.78 1.4697
C -3.81443 -0.93244 1.69787 -1.57 0.84 -0.46 -0.8627
C -3.64631 0.50351 0.96843 -0.80 0.35 -0.17 -0.0214
C -4.17120 0.48317 -0.54410 -0.28 0.52 -0.76 -0.3009
C -3.77715 1.88319 -1.27180 0.07 -1.14 -0.28 -0.6492
C -2.66831 1.65374 -2.41879 0.06 -0.26 -0.19 -0.9909
O -1.64430 0.66203 -2.03603 0.14 -0.47 1.02 -0.2139
C -0.68892 1.20923 -1.09761 1.11 0.58 0.49 0.6066
C -1.79914 -2.50596 2.66663 -0.93 -3.45 0.48 0.1405
B -2.47838 -4.00828 2.39093 -0.93 -2.54 0.10 0.4069
O -1.90902 -5.15537 3.03423 -0.10 2.20 -2.22 -0.4741
O -3.61964 -4.14067 1.52750 1.19 0.86 2.80 -0.5571
C -2.07913 -2.33202 4.22691 0.55 1.76 0.73 0.7220
F -1.03728 -3.01195 4.93854 -2.09 0.97 -1.39 -0.3936
F -3.33553 -2.92144 4.64316 2.58 0.86 -1.17 -0.3661
C -2.09657 -0.83298 4.75337 -0.82 3.55 1.21 -0.6811
C -2.48084 -0.63831 6.28119 1.05 1.71 -0.78 -0.8389
C -2.55949 0.74823 6.98425 0.29 -0.21 -3.83 -0.4792
C -2.27487 2.01071 6.14059 -0.07 -3.75 -0.77 -0.0428
C -1.90126 1.82539 4.65294 0.35 -1.22 1.44 -0.6573
C -1.62195 3.16280 3.79956 -1.44 -0.46 -1.07 0.8414
F -2.83589 3.38849 3.05444 2.79 -0.19 1.51 -0.2458
F -1.43287 4.30679 4.60056 0.00 -2.78 -2.00 -0.2535
F -0.60508 2.97206 2.83655 -2.29 0.82 2.68 -0.1333
C -1.77944 0.42934 3.93145 -1.16 -0.32 4.00 0.6719
C -0.30976 -2.69626 2.12753 1.38 2.34 -0.16 -0.9432
H 7.06562 1.86748 3.22227 -1.45 -0.23 0.49 0.2527
H 6.21438 1.86982 4.85287 -0.41 -0.01 -1.69 0.2539
H 5.61981 0.69808 3.56709 0.71 1.26 0.00 0.1703
H 5.20903 3.97673 1.52176 -0.12 -1.71 0.72 0.3022
H 5.90600 2.27154 1.31396 -0.96 0.73 0.95 0.2204
H 3.46658 2.88980 0.21690 0.43 -0.70 1.32 -0.0065
H 2.83603 2.73149 1.95991 1.21 -0.22 -0.84 0.2711
H 4.17844 0.26809 2.01606 -0.81 0.75 -1.20 0.0073
H 2.47426 0.50200 1.30459 1.64 0.13 -0.27 -0.8636
H 4.60403 1.26621 -0.77027 -0.82 -1.51 0.69 0.5027
H 3.22350 0.06811 -0.93828 1.41 0.22 0.51 -0.6599
H 5.97670 -0.52297 0.62194 -0.83 -0.37 -1.56 0.2609
H 5.88292 -0.79823 -1.23574 -0.88 0.12 1.34 0.2072
H 4.63398 -2.50360 1.13705 0.23 0.43 -1.65 0.2997
H 5.53018 -3.07170 -0.35950 -0.99 1.44 0.58 0.3734
H 3.17037 -1.97046 -1.63967 0.20 -0.76 1.37 0.2757
H 3.38290 -3.72712 -1.07393 -0.25 1.64 0.64 0.4990
H 2.62529 -1.77079 1.27952 -0.51 -1.01 -1.19 0.3284
H 2.00928 -3.48172 0.84113 0.02 1.70 -0.42 0.3457
H 0.87054 -1.91785 -1.26813 0.49 0.95 1.73 -0.1888
H 0.86955 -0.55844 0.05809 0.26 -1.67 -0.36 -1.1301
H -0.42047 -5.14625 0.35248 0.54 0.65 -0.32 0.0665
H 0.85396 -4.18706 -1.31882 -0.49 0.38 0.89 0.1606
H -1.99782 -1.11933 -0.44677 -0.84 -0.26 1.82 -0.6255
H -4.55389 -1.51923 1.02835 1.23 0.69 1.29 0.5083
H -4.25437 -0.84889 2.76019 1.09 -0.30 -1.61 0.2336
H -4.28443 1.29688 1.51864 1.08 -1.37 -0.72 0.4507
H -2.56272 0.88354 0.99269 -1.51 -0.67 0.02 -0.2933
H -3.73687 -0.36730 -1.18075 -0.53 1.01 1.14 0.0922
H -5.32022 0.36017 -0.61009 1.82 0.10 0.49 0.5021
H -3.35061 2.58110 -0.47302 -0.73 -0.69 -1.27 0.3205
H -4.71502 2.32791 -1.77664 1.67 -0.52 1.01 0.2720
H -3.11919 1.39244 -3.44789 0.69 -0.08 1.78 0.2677
H -2.07822 2.71292 -2.58424 -0.95 -2.79 0.22 0.3897
H -0.86293 2.30500 -0.82139 -0.13 -1.45 -0.56 0.4674
H -0.72693 0.60604 -0.11903 -0.09 0.76 -0.98 -0.7378
H 0.39952 1.13335 -1.49042 -1.65 -0.15 0.19 0.0955
H -1.02182 -5.33439 2.65218 -0.61 -0.13 0.82 0.3276
H -4.36840 -3.74660 2.04552 0.44 -0.47 -0.98 0.3320
H -2.72544 -1.57289 6.90881 -0.01 1.63 -1.33 0.2670
H -2.82750 0.74513 8.11515 0.61 -0.78 -3.78 0.0702
H -2.36298 3.03486 6.65216 0.29 -1.59 -1.32 0.2822
H -1.48330 0.34747 2.83512 -0.42 0.40 1.76 0.4077
H 0.31504 -3.57320 2.51106 -1.41 1.09 -0.53 0.4893
H 0.29106 -1.75011 2.42581 -0.78 -1.45 -0.10 0.1783
Cl -2.65782 4.18878 -2.47306 -0.38 4.18 -0.13 -0.5701
C 0.96214 0.25503 -3.98315 -0.81 0.25 -1.33 -0.5914
O 1.76802 -0.03778 -2.94917 -0.32 -0.99 1.30 -0.5492
H 0.91152 -0.48521 -4.81011 0.32 -0.44 -0.04 0.2762
H -0.11873 0.38523 -3.75488 -0.21 0.07 0.29 -0.1315
H 1.16690 1.18390 -4.55028 0.33 0.20 0.25 0.2336
Li -0.63365 -1.51714 -2.32740 0.11 1.18 -1.05 0.9273
C 2.66168 4.98400 -1.05848 -1.01 0.61 -1.12 -0.5988
O 3.73280 4.23850 -0.79852 0.26 0.16 -0.08 -0.5649
H 2.09198 4.74563 -1.97692 0.17 -0.54 -0.09 0.2478
H 1.85016 4.98186 -0.30054 0.07 -0.21 0.57 0.1748
H 2.82500 6.07258 -1.18562 0.53 0.18 0.41 0.3015
K -2.85574 1.88054 9.70615 0.03 0.97 1.37 1.0115
Be -0.46064 -1.34678 6.93902 0.84 -0.16 0.46 0.1316
C 7.31051 -0.30728 -5.41724 0.09 0.01 0.08 -0.3982
C 6.78596 0.45839 -4.38050 -0.01 -0.02 0.00 -0.4609
C 7.58130 0.78850 -3.28748 0.07 -0.06 -0.05 -0.3606
C 8.90497 0.36081 -3.23569 -0.08 -0.03 -0.07 -0.4288
C 9.43049 -0.40170 -4.27430 -0.06 0.01 0.00 -0.3402
C 8.63254 -0.73958 -5.36309 -0.05 0.06 0.07 -0.3596
H 6.68921 -0.56738 -6.26776 0.04 0.03 0.08 0.3676
H 5.75599 0.79757 -4.42387 0.08 -0.04 0.03 0.4558
H 7.17004 1.37994 -2.47609 0.01 -0.02 -0.08 0.4717
H 9.52649 0.62226 -2.38558 -0.04 -0.02 -0.07 0.3577
H 10.46304 -0.73372 -4.23464 -0.09 0.02 0.00 0.3498
H 9.04088 -1.33864 -6.17006 -0.02 0.05 0.05 0.3510
C -3.68944 -7.00802 -3.82681 -0.43 -0.26 1.24 -0.2973
O -4.00729 -7.62008 -4.95585 0.20 0.26 0.03 -0.5245
H -4.49800 -6.45476 -3.30626 -0.43 0.31 -0.44 0.1988
H -3.29704 -7.63619 -3.00325 0.36 -0.50 -0.23 0.2384
H -2.90453 -6.22307 -3.88274 0.34 0.24 -0.54 0.0924
O -2.81790 -8.41980 3.44575 -0.26 -0.56 0.06 -0.8013
H -2.37128 -7.58603 3.34218 0.26 0.67 -0.06 0.2423
C -9.02849 2.97893 -5.45881 -0.08 -0.33 -0.27 -0.6188
O -8.83239 4.20354 -4.75406 0.20 0.06 0.36 -0.3260
C -8.06857 4.09010 -3.65478 0.05 0.19 -0.01 0.8012
O -7.56315 3.07326 -3.24396 -0.26 0.36 -0.14 -0.5378
O -7.96560 5.30549 -3.09220 -0.20 -0.42 -0.30 -0.3145
C -7.17470 5.33292 -1.90594 0.39 0.07 0.38 -0.5142
H -9.65735 3.18967 -6.32446 0.07 0.24 0.19 0.2194
H -8.07498 2.58103 -5.81298 -0.09 -0.03 0.18 0.2935
H -9.54149 2.24919 -4.82832 0.20 0.03 -0.01 0.2826
H -6.14743 5.02813 -2.12053 -0.13 -0.10 0.05 0.2254
H -7.61440 4.69574 -1.13487 0.10 -0.06 -0.14 0.2681
H -7.15919 6.35902 -1.53698 -0.16 -0.05 -0.28 0.2153
```
Positions in Å, forces in eV/Å.

## Properties
M = 997.3 u
LUMO level = -4.586 eV
HOMO = -5.7 eV